[1]
Molecular formula: CH3NO2P2
Method: DFT, ωB97M-V with the def2-TZVPD basis set

```
9
Properties=species:S:1:pos:R:3:nbo_charge:R:1
H 0.481 1.439 1.635 0.38
N -0.318 0.941 1.868 -0.65
C -1.033 0.150 1.246 -0.30
P -2.498 -0.637 2.367 1.27
O -2.208 -2.076 2.490 -0.96
P -1.085 -0.397 -0.507 0.80
O 0.504 -0.057 -0.837 -0.97
H -0.896 -1.731 -0.058 -0.05
H 0.684 -0.565 -1.643 0.49
```

## Properties
* largest force on an atom: 3.225 eV/A
* energy relative to the best compared isomer or geometry (same formula, charge and spin): 143.5 kJ/mol
* structure (SMILES): [H]/N=C(/P=O)PO
* Kohn-Sham gap: 7.3799 eV



[2]
Molecular formula: C92H182N8O18
Method: DFT, ωB97M-V with the def2-TZVPD basis set

```
300
Properties=species:S:1:pos:R:3:lowdin_charge:R:1
C -34.395 -15.373 6.847 -0.04
C -33.309 -15.704 7.901 -0.45
C -31.908 -16.030 7.105 -0.11
C -31.216 -14.760 6.624 -0.18
C -30.817 -13.987 7.887 -0.15
C -32.022 -13.564 8.740 -0.44
N -33.048 -14.680 8.907 -0.13
O -34.172 -14.189 9.519 -0.01
C -31.429 -13.333 10.177 -0.04
C -32.593 -12.209 8.225 -0.02
C -33.743 -17.021 8.614 -0.04
H -35.342 -15.083 7.302 0.08
H -34.463 -16.207 6.148 0.08
H -34.083 -14.529 6.232 0.06
H -31.282 -16.821 7.518 0.09
H -32.064 -16.495 6.132 0.11
H -31.868 -14.260 5.908 0.10
H -30.309 -15.020 6.078 0.11
H -30.192 -13.108 7.729 0.11
H -30.171 -14.738 8.340 0.10
H -32.126 -13.090 10.978 0.07
H -30.812 -14.157 10.536 0.08
H -30.955 -12.364 10.017 0.07
H -33.231 -11.644 8.904 0.08
H -31.763 -11.536 8.012 0.08
H -33.065 -12.367 7.255 0.08
H -34.104 -17.809 7.954 0.08
H -34.582 -16.775 9.265 0.07
H -32.878 -17.377 9.173 0.07
H -34.143 -14.564 10.403 0.10
C -28.113 -9.181 15.901 -0.04
C -27.503 -7.859 15.463 -0.48
C -25.961 -8.104 15.194 -0.13
C -25.358 -6.976 14.355 -0.16
C -26.128 -6.746 13.002 -0.12
C -27.608 -6.434 13.360 -0.49
N -28.175 -7.445 14.247 -0.12
O -29.493 -7.168 14.424 -0.01
C -27.735 -4.989 13.810 -0.03
C -28.328 -6.598 11.966 -0.02
C -27.575 -6.897 16.730 -0.02
H -27.527 -9.512 16.758 0.09
H -28.055 -9.980 15.162 0.07
H -29.172 -9.031 16.107 0.08
H -25.422 -7.991 16.135 0.11
H -25.826 -9.117 14.813 0.10
H -24.321 -7.276 14.209 0.09
H -25.500 -6.070 14.943 0.09
H -26.027 -7.653 12.406 0.10
H -25.571 -5.949 12.509 0.11
H -27.240 -4.651 14.721 0.07
H -27.355 -4.408 12.970 0.09
H -28.766 -4.811 14.117 0.09
H -28.175 -7.557 11.471 0.07
H -29.388 -6.431 12.160 0.08
H -27.956 -5.930 11.189 0.08
H -27.030 -7.367 17.549 0.07
H -28.623 -6.675 16.931 0.08
H -27.062 -5.956 16.531 0.06
H -29.978 -7.976 14.240 0.06
C -17.284 -11.867 8.604 -0.02
C -17.458 -12.897 9.739 -0.50
C -18.833 -12.598 10.400 -0.16
C -19.515 -13.712 11.168 -0.15
C -19.544 -14.969 10.241 -0.14
C -18.240 -15.388 9.611 -0.47
N -17.453 -14.215 9.074 -0.11
O -16.202 -14.533 8.515 0.00
C -17.386 -16.187 10.631 -0.02
C -18.642 -16.311 8.425 -0.02
C -16.427 -12.732 10.801 -0.03
H -18.036 -12.076 7.843 0.07
H -16.323 -11.894 8.090 0.08
H -17.312 -10.823 8.913 0.07
H -18.876 -11.710 11.031 0.09
H -19.596 -12.324 9.672 0.10
H -20.495 -13.303 11.412 0.10
H -18.991 -13.874 12.110 0.11
H -20.352 -14.872 9.516 0.10
H -19.891 -15.761 10.905 0.11
H -18.036 -16.921 11.108 0.08
H -16.563 -16.643 10.081 0.08
H -16.876 -15.600 11.394 0.07
H -19.433 -17.038 8.610 0.06
H -18.955 -15.751 7.544 0.07
H -17.727 -16.771 8.054 0.08
H -16.575 -11.789 11.328 0.09
H -15.460 -12.788 10.302 0.09
H -16.439 -13.509 11.566 0.07
H -16.560 -14.705 7.641 0.10
C -20.241 -9.779 12.322 -0.03
C -20.066 -8.325 11.751 -0.43
C -19.191 -8.371 10.506 -0.16
C -19.927 -8.988 9.362 -0.21
C -21.206 -8.187 9.072 -0.13
C -22.222 -8.024 10.246 -0.37
N -21.404 -7.696 11.475 -0.16
O -22.186 -7.345 12.510 -0.01
C -23.225 -6.793 9.857 -0.01
C -23.093 -9.361 10.422 -0.02
C -19.250 -7.523 12.867 -0.03
H -19.315 -10.199 12.713 0.08
H -20.819 -10.383 11.623 0.06
H -20.927 -9.716 13.167 0.08
H -18.913 -7.349 10.248 0.12
H -18.277 -8.962 10.567 0.12
H -20.130 -10.037 9.577 0.08
H -19.313 -9.000 8.462 0.11
H -21.580 -8.559 8.118 0.11
H -20.815 -7.194 8.850 0.11
H -23.762 -7.019 8.936 0.06
H -23.975 -6.549 10.609 0.06
H -22.604 -5.933 9.605 0.07
H -24.067 -9.245 9.946 0.05
H -22.652 -10.325 10.169 0.06
H -23.375 -9.433 11.472 0.06
H -18.273 -7.967 13.058 0.08
H -19.723 -7.344 13.832 0.07
H -19.075 -6.534 12.443 0.07
H -21.831 -6.455 12.571 0.11
C -22.501 -19.463 5.158 -0.04
C -22.733 -18.589 6.365 -0.50
C -24.169 -18.014 6.327 -0.11
C -24.611 -17.345 7.634 -0.19
C -24.460 -18.313 8.781 -0.12
C -22.986 -18.850 8.858 -0.42
N -22.525 -19.354 7.571 -0.14
O -21.272 -19.889 7.682 0.01
C -21.939 -17.844 9.492 -0.01
C -23.160 -20.036 9.865 -0.03
C -21.744 -17.373 6.265 -0.03
H -21.471 -19.821 5.182 0.08
H -22.651 -18.930 4.219 0.10
H -23.028 -20.409 5.281 0.09
H -24.291 -17.277 5.534 0.11
H -24.867 -18.804 6.049 0.12
H -25.645 -17.007 7.557 0.10
H -24.023 -16.429 7.703 0.08
H -25.209 -19.100 8.691 0.12
H -24.717 -17.755 9.681 0.10
H -21.640 -16.942 8.958 0.05
H -22.320 -17.479 10.445 0.07
H -20.992 -18.345 9.695 0.07
H -22.189 -20.349 10.249 0.07
H -23.820 -19.722 10.674 0.06
H -23.536 -20.972 9.453 0.09
H -20.750 -17.729 6.535 0.08
H -22.039 -16.474 6.806 0.05
H -21.541 -17.037 5.248 0.08
H -21.272 -20.591 7.028 0.10
C -31.387 -15.658 17.324 -0.01
C -30.144 -16.387 16.689 -0.46
C -30.506 -16.448 15.153 -0.13
C -29.288 -16.760 14.261 -0.14
C -28.050 -15.796 14.550 -0.13
C -27.686 -15.786 16.027 -0.46
N -28.915 -15.633 16.851 -0.11
O -28.626 -15.243 18.167 0.00
C -26.940 -17.162 16.344 -0.01
C -26.789 -14.574 16.190 -0.04
C -29.962 -17.869 17.127 -0.02
H -32.291 -16.184 17.018 0.09
H -31.386 -14.594 17.084 0.06
H -31.405 -15.630 18.413 0.07
H -31.312 -17.144 14.922 0.12
H -30.834 -15.512 14.700 0.09
H -29.478 -16.734 13.188 0.11
H -29.104 -17.807 14.506 0.08
H -28.205 -14.820 14.090 0.08
H -27.234 -16.169 13.931 0.10
H -27.165 -17.967 15.645 0.04
H -25.854 -17.073 16.316 0.07
H -27.139 -17.523 17.354 0.08
H -27.377 -13.657 16.169 0.08
H -26.506 -14.509 17.241 0.08
H -25.864 -14.498 15.619 0.09
H -29.759 -17.915 18.197 0.08
H -29.073 -18.272 16.643 0.05
H -30.831 -18.492 16.913 0.08
H -29.024 -14.378 18.291 0.10
C -23.318 -13.993 6.237 -0.02
C -22.190 -12.928 6.046 -0.39
C -20.869 -13.825 5.981 -0.13
C -19.621 -13.111 5.420 -0.17
C -20.042 -12.623 4.021 -0.14
C -21.261 -11.670 3.953 -0.48
N -22.409 -12.207 4.735 -0.11
O -23.530 -11.411 4.722 -0.01
C -20.744 -10.296 4.453 -0.03
C -21.596 -11.505 2.468 -0.04
C -22.042 -11.914 7.242 -0.01
H -24.301 -13.523 6.228 0.06
H -23.219 -14.404 7.242 0.06
H -23.382 -14.773 5.478 0.08
H -20.738 -14.008 7.047 0.09
H -20.939 -14.798 5.494 0.09
H -18.800 -13.828 5.419 0.11
H -19.477 -12.242 6.063 0.08
H -20.103 -13.478 3.347 0.12
H -19.112 -12.144 3.716 0.12
H -21.554 -9.593 4.647 0.08
H -20.269 -10.337 5.433 0.06
H -20.108 -9.859 3.683 0.09
H -20.712 -11.237 1.891 0.08
H -22.042 -12.357 1.955 0.07
H -22.286 -10.661 2.467 0.08
H -22.835 -11.167 7.236 0.07
H -21.113 -11.374 7.427 0.06
H -22.157 -12.482 8.166 0.07
H -24.161 -12.094 4.482 0.05
C -26.304 -12.979 13.062 -0.03
C -25.878 -12.450 11.704 -0.49
C -24.429 -12.768 11.386 -0.13
C -24.191 -14.209 10.956 -0.17
C -25.071 -14.522 9.772 -0.15
C -26.537 -14.204 9.968 -0.42
N -26.723 -12.859 10.586 -0.12
O -27.996 -12.464 10.738 0.01
C -27.086 -14.203 8.515 -0.03
C -27.286 -15.370 10.690 0.01
C -25.878 -10.919 11.805 -0.04
H -25.915 -12.414 13.909 0.09
H -25.894 -13.977 13.218 0.07
H -27.391 -12.992 13.147 0.07
H -24.087 -12.186 10.530 0.10
H -23.795 -12.428 12.204 0.13
H -24.432 -14.961 11.708 0.10
H -23.154 -14.410 10.687 0.10
H -24.864 -15.493 9.322 0.10
H -24.680 -13.770 9.085 0.10
H -26.399 -13.713 7.825 0.04
H -27.154 -15.149 7.978 0.08
H -27.964 -13.572 8.369 0.07
H -28.320 -15.350 10.344 0.07
H -26.865 -16.325 10.377 0.06
H -27.172 -15.297 11.772 0.06
H -25.603 -10.393 10.891 0.06
H -25.148 -10.574 12.537 0.08
H -26.828 -10.527 12.169 0.08
H -27.981 -11.639 10.247 0.06
O -29.277 -19.413 5.094 0.09
C -29.137 -19.240 6.290 -0.47
O -28.235 -18.388 6.777 0.02
C -28.393 -18.151 8.172 -0.14
C -29.195 -19.408 8.628 -0.17
C -29.865 -19.961 7.436 -0.08
H -28.876 -17.187 8.331 0.11
H -27.452 -18.192 8.719 0.09
H -29.927 -19.007 9.329 0.11
H -28.600 -20.185 9.108 0.11
H -30.893 -19.602 7.486 0.12
H -29.728 -21.033 7.295 0.13
O -31.194 -9.326 13.470 0.07
C -30.882 -10.450 13.941 -0.44
O -31.158 -10.784 15.205 0.03
C -30.784 -12.171 15.482 -0.14
C -30.657 -12.742 14.138 -0.17
C -30.180 -11.595 13.298 -0.06
H -31.609 -12.608 16.045 0.12
H -29.862 -12.218 16.060 0.13
H -31.588 -13.157 13.752 0.13
H -29.976 -13.587 14.236 0.09
H -30.368 -11.610 12.225 0.12
H -29.128 -11.337 13.419 0.12
O -28.416 -9.870 9.367 0.08
C -27.609 -9.684 8.455 -0.49
O -27.565 -8.609 7.753 0.06
C -26.598 -8.653 6.686 -0.09
C -25.746 -9.892 7.052 -0.15
C -26.601 -10.699 7.964 -0.07
H -26.122 -7.676 6.606 0.13
H -27.203 -8.876 5.806 0.13
H -24.780 -9.536 7.409 0.10
H -25.593 -10.476 6.145 0.09
H -25.941 -11.005 8.776 0.11
H -27.098 -11.505 7.423 0.11
O -27.608 -18.723 11.156 0.06
C -26.739 -18.826 12.053 -0.47
O -25.671 -18.142 12.064 0.04
C -24.805 -18.357 13.170 -0.13
C -25.308 -19.673 13.743 -0.15
C -26.744 -19.803 13.244 -0.04
H -24.846 -17.565 13.917 0.12
H -23.743 -18.349 12.922 0.13
H -25.162 -19.685 14.823 0.11
H -24.793 -20.564 13.383 0.11
H -27.329 -19.328 14.031 0.09
H -27.145 -20.796 13.041 0.13
O -26.751 -12.942 5.526 0.08
C -26.376 -13.276 4.390 -0.45
O -25.897 -12.335 3.588 0.00
C -25.454 -12.844 2.350 -0.13
C -26.265 -14.120 2.254 -0.15
C -26.458 -14.599 3.657 -0.06
H -24.387 -13.062 2.311 0.12
H -25.734 -12.101 1.604 0.14
H -25.635 -14.853 1.751 0.12
H -27.242 -14.038 1.779 0.13
H -25.712 -15.262 4.094 0.12
H -27.397 -15.103 3.887 0.14
```

## Properties
* largest force on an atom: 5.656 eV/A
* energy relative to the best compared isomer or geometry (same formula, charge and spin): 330.2 kJ/mol
* Kohn-Sham gap: 7.7309 eV



[3]
Molecular formula: C4H13N3
Method: DFT, ωB97M-V with the def2-TZVPD basis set

```
20
Properties=species:S:1:pos:R:3:nbo_charge:R:1
C -2.519 -0.595 0.017 0.39
C -1.454 0.557 -1.866 -0.44
C 2.878 -1.218 0.554 -0.54
C 2.601 1.163 0.512 -0.54
N -3.148 -0.512 1.174 -0.72
N -1.762 0.334 -0.385 -0.51
N 2.162 -0.100 0.420 0.12
H -2.549 -1.432 -0.697 0.25
H -2.485 0.517 -2.396 0.24
H -1.059 -0.349 -2.332 0.23
H -0.947 1.412 -2.157 0.25
H 2.719 -1.667 1.493 0.39
H 2.414 -1.993 -0.140 0.32
H 3.887 -1.227 0.653 0.26
H 3.688 1.340 0.769 0.26
H 2.113 1.677 -0.426 0.35
H 2.119 1.676 1.381 0.37
H -3.805 -1.198 1.509 0.45
H -3.195 0.376 1.762 0.44
H -1.658 1.238 0.153 0.42
```

## Properties
* largest force on an atom: 5.978 eV/A
* energy relative to the best compared isomer or geometry (same formula, charge and spin): 539.2 kJ/mol
* net charge: +2
* Kohn-Sham gap: 6.9918 eV



[4]
Molecular formula: C31H26BaClN6O7S2Se2
Method: DFT, ωB97M-V with the def2-TZVPD basis set

```
76
Properties=species:S:1:pos:R:3:lowdin_charge:R:1
Ba -0.376 -0.431 0.348 1.67
S 2.059 -4.610 -2.036 0.94
C 1.675 -3.562 -3.330 -0.47
C 1.052 -2.429 -2.897 -0.26
C 0.844 -2.335 -1.477 -0.29
C 1.352 -3.462 -0.892 -0.55
C 1.327 -3.803 0.532 -0.30
C 1.735 -5.059 1.009 -0.05
C 1.672 -5.335 2.357 -0.08
C 1.197 -4.364 3.231 -0.08
C 0.805 -3.157 2.684 -0.15
N 0.861 -2.875 1.385 0.01
H 1.930 -3.836 -4.344 0.05
H 0.741 -1.657 -3.595 0.07
H 2.096 -5.806 0.315 0.07
H 1.988 -6.303 2.728 0.10
H 1.130 -4.535 4.296 0.09
H 0.430 -2.363 3.321 0.09
O -0.606 1.727 -7.627 -0.06
C -1.717 1.153 -6.955 -0.21
C -1.477 1.157 -5.471 -0.19
C -2.533 0.952 -4.595 -0.01
C -2.281 0.904 -3.233 -0.13
N -1.063 1.067 -2.718 0.11
C -0.047 1.254 -3.557 -0.22
C -0.207 1.304 -4.939 0.04
C 1.319 1.304 -2.955 -0.22
C 2.364 1.956 -3.591 0.04
C 3.649 1.844 -3.069 -0.19
C 4.809 2.548 -3.723 -0.21
O 4.791 2.453 -5.142 -0.06
C 3.828 1.056 -1.948 0.00
C 2.718 0.459 -1.365 -0.13
N 1.485 0.603 -1.827 0.06
H -0.781 1.715 -8.571 0.09
H -1.870 0.117 -7.280 0.13
H -2.636 1.708 -7.170 0.12
H -3.544 0.815 -4.961 0.11
H -3.070 0.713 -2.519 0.06
H 0.643 1.427 -5.593 0.11
H 2.190 2.538 -4.486 0.12
H 5.748 2.162 -3.314 0.12
H 4.768 3.616 -3.501 0.13
H 4.726 1.520 -5.374 0.09
H 4.808 0.908 -1.514 0.12
H 2.837 -0.167 -0.490 0.10
Se -0.421 3.820 3.799 0.68
Se -2.305 4.868 3.020 0.63
C -2.059 4.584 1.127 -0.66
C -2.823 5.342 0.243 -0.12
C -2.644 5.132 -1.113 -0.08
C -1.708 4.199 -1.535 -0.07
C -0.993 3.511 -0.567 -0.13
N -1.173 3.688 0.740 0.04
C -1.086 2.016 3.963 -0.67
C -0.308 1.118 4.692 -0.12
C -0.749 -0.188 4.793 -0.08
C -1.946 -0.552 4.185 -0.08
C -2.644 0.423 3.495 -0.16
N -2.219 1.684 3.373 0.04
H -3.526 6.077 0.613 0.09
H -3.221 5.700 -1.833 0.10
H -1.530 4.002 -2.583 0.10
H -0.247 2.781 -0.859 0.08
H 0.633 1.432 5.123 0.10
H -0.160 -0.916 5.336 0.11
H -2.319 -1.566 4.218 0.10
H -3.574 0.189 2.991 0.10
O -2.510 -1.964 1.374 -0.78
S -3.474 -1.653 0.267 0.57
N -3.117 -0.629 -0.716 -0.55
O 2.521 2.105 3.325 -0.35
Cl 2.280 1.305 2.154 0.64
O 2.432 -0.105 2.440 -0.36
O 3.173 1.702 1.100 -0.33
O 0.893 1.516 1.728 -0.59
```

## Properties
* largest force on an atom: 0.721 eV/A
* energy relative to the best compared isomer or geometry (same formula, charge and spin): 46.5 kJ/mol
* net charge: -1
* Kohn-Sham gap: 6.7769 eV



| no. | E (eV) |
| --- | --- |
| 1 | -25246.6497 |
| 2 | -147118.5383 |
| 3 | -8807.9888 |
| 4 | -221417.3921 |